# 1
136
Properties=species:S:1:pos:R:3:forces:R:3 method="wB97M-V/def2-TZVPD" multiplicity=1 charge=0 gap_ev=9.7671 fmax_ha_per_bohr=0.0885
C 11.428733 40.074430 15.485957 -0.6 0.2 -1.3
O 10.193375 40.794195 15.369312 -0.3 0.1 0.7
H 11.142935 39.023722 15.535362 0.4 0.0 0.4
H 11.873819 40.242706 14.505301 0.9 -0.3 0.2
H 12.064043 40.407561 16.306638 -0.1 -0.2 0.0
H 10.430875 41.711769 15.216782 -0.2 0.1 0.0
C 16.638382 37.030778 9.617826 0.0 0.0 -0.6
O 15.841776 37.408227 8.490568 -0.2 -0.4 0.1
H 16.138423 36.168865 10.059711 0.0 0.3 0.2
H 17.631910 36.694553 9.321259 0.2 0.0 -0.1
H 16.769579 37.838791 10.337557 -0.2 0.0 0.1
H 16.233999 38.089130 7.939084 0.3 0.0 0.3
C 15.223512 41.106539 15.158548 1.6 1.4 0.3
O 16.419053 40.459273 14.718420 -0.5 -1.7 -1.1
H 15.032021 41.903634 14.440165 -0.1 0.5 0.2
H 14.278707 40.566584 15.220982 0.8 -1.0 0.1
H 15.549096 41.479329 16.129697 -1.2 0.5 0.2
H 17.231950 40.834999 15.064297 -0.5 0.3 0.3
C 14.225417 33.997676 8.563168 -2.1 0.0 0.7
O 15.403489 34.088261 7.867426 1.4 -0.6 -0.7
H 13.935799 32.957892 8.715082 0.7 -0.2 0.2
H 14.167050 34.502718 9.527345 0.6 0.1 0.3
H 13.322909 34.352267 8.065325 0.2 0.6 -0.7
H 15.809612 34.954991 7.793594 -0.7 0.4 0.3
C 16.175989 37.257758 14.835335 0.4 -0.4 -0.5
O 16.809884 36.026320 15.182565 0.2 -0.2 0.4
H 15.273992 37.027700 14.268265 -0.3 0.4 0.3
H 16.016946 37.825983 15.751809 -0.3 -0.1 -0.2
H 16.823861 37.831741 14.172846 0.0 0.2 0.1
H 16.650867 35.378371 14.492297 -0.1 0.0 -0.1
C 13.849661 41.253133 10.156445 -0.7 -0.1 0.5
O 12.472442 41.249322 9.731159 0.7 0.3 -0.4
H 14.377566 40.336937 9.891861 -0.1 -0.2 0.0
H 14.400859 42.087065 9.721897 -0.4 0.1 -0.2
H 13.875030 41.387019 11.237892 0.3 -0.1 0.1
H 11.926738 40.750573 10.343578 0.3 -0.1 0.1
C 11.263109 35.995005 9.326110 -1.5 -1.7 1.8
O 11.840641 36.626110 8.292856 1.6 1.7 -1.9
H 10.755119 36.565370 10.103750 0.1 0.9 0.0
H 10.468494 35.334283 8.979488 0.0 -0.7 0.0
H 12.022284 35.424035 9.860668 0.0 -0.2 -0.2
H 11.235204 36.996556 7.646467 -0.2 -0.1 0.3
C 12.466218 36.569853 13.862416 0.3 0.8 1.3
O 12.895356 35.324636 13.430587 0.0 -0.9 -0.8
H 11.384747 36.578658 13.998254 -0.1 0.2 0.2
H 12.997458 36.701958 14.804976 -0.4 0.4 0.4
H 12.768487 37.427752 13.261800 0.0 -0.1 -0.6
H 12.158390 35.006379 12.904080 -0.1 -0.6 -0.4
C 11.127965 32.725288 11.901423 -1.9 -0.7 0.1
O 10.430327 33.975141 12.108278 1.8 0.0 0.4
H 12.210169 32.775880 12.021290 -0.2 0.5 -0.1
H 10.713897 31.969838 12.569224 0.3 0.1 1.0
H 10.821234 32.216928 10.987322 0.6 0.7 -0.8
H 9.570320 33.935404 11.683543 0.1 -0.5 -0.4
C 18.118570 33.907192 10.989146 1.1 -0.6 -1.7
O 17.472940 34.690776 11.889002 -1.5 1.4 2.0
H 19.084144 34.337416 10.723284 0.2 -0.2 -0.1
H 18.276307 32.883434 11.328446 0.0 -0.1 0.2
H 17.522727 33.885157 10.076694 0.0 -0.2 -0.2
H 18.037703 35.345279 12.306461 0.2 -0.2 -0.1
C 7.528701 37.380917 14.888729 -0.2 -0.5 -1.5
O 8.429848 38.147571 14.060273 -0.6 -0.4 1.5
H 6.712906 37.967440 15.311302 0.2 0.2 0.2
H 7.072255 36.675029 14.194833 -0.2 0.1 0.0
H 7.999676 36.745925 15.639098 0.4 0.3 0.3
H 8.748635 38.800432 14.687762 0.5 0.6 -0.4
C 13.436290 30.331949 9.834267 -0.5 0.9 0.4
O 12.360986 31.069648 9.176362 0.5 -0.8 1.0
H 13.244429 29.317583 10.184055 -0.4 -0.5 -1.2
H 14.356460 30.465874 9.265542 0.0 -0.4 0.1
H 13.567423 30.729649 10.840614 0.1 1.0 -0.2
H 12.117419 30.646158 8.349970 0.2 -0.2 0.0
C 7.589984 34.305138 10.099070 0.4 0.1 -0.5
O 8.292146 33.191447 10.693636 -0.9 0.8 0.5
H 8.221444 34.682734 9.294839 -0.4 -0.1 -0.5
H 6.568881 34.061950 9.805273 0.2 -0.3 -0.3
H 7.476481 35.186884 10.729740 0.4 -0.5 0.9
H 8.353664 32.467507 10.066150 0.0 0.1 -0.2
C 12.799807 31.661360 15.346276 -0.1 1.3 0.0
O 12.672203 32.949303 16.006814 0.7 -0.8 0.0
H 12.074918 31.720231 14.534376 -0.4 -1.0 0.2
H 13.755051 31.478822 14.854048 0.4 0.3 0.2
H 12.686512 30.910231 16.127975 -0.5 0.0 -0.4
H 13.057948 33.619207 15.437589 0.0 0.0 -0.3
C 11.062479 35.310604 16.892551 -0.8 1.3 0.1
C 12.071322 36.098697 17.788216 0.5 -1.5 -0.8
C 13.481779 35.572628 17.602749 -0.1 -2.5 0.6
O 14.362099 36.631332 17.722020 0.5 2.6 -0.1
C 13.632559 37.779789 17.523039 2.9 2.6 1.1
O 14.092575 38.939719 17.457116 -1.3 -3.8 -0.2
O 12.374867 37.480001 17.578624 -3.1 1.1 -1.2
H 10.701950 34.439242 17.439208 0.4 -0.1 0.1
H 11.298867 34.974948 15.882822 0.7 0.2 0.3
H 10.160645 35.909089 16.763699 -0.2 0.3 0.1
H 11.663876 36.001338 18.794499 0.4 0.2 0.2
H 13.668506 35.144122 16.618058 -0.4 -0.2 0.1
H 13.687945 34.842747 18.385616 0.3 -0.2 -0.3
C 8.047487 40.883368 18.652845 -1.4 1.3 -0.2
C 8.370984 39.451657 18.894958 -1.2 1.5 0.5
C 9.621841 38.946609 18.280081 -0.9 0.6 -1.2
O 10.499064 38.772345 19.333245 1.2 0.2 1.9
C 9.909573 39.140878 20.529033 0.1 -1.6 1.9
O 10.401344 39.104236 21.651513 -1.0 0.4 -3.5
O 8.582066 39.345825 20.282244 0.6 -0.6 1.2
H 7.197095 41.237299 19.235654 -0.6 -0.8 0.1
H 7.712529 40.975715 17.619700 0.5 0.6 -0.2
H 8.724531 41.654053 19.021294 1.0 -0.4 -0.7
H 7.549502 38.859991 18.490990 -0.4 -0.2 0.9
H 9.942526 39.730622 17.594095 0.6 -0.5 -0.3
H 9.252124 38.049535 17.783423 1.4 -0.5 -0.2
C 18.917968 34.640996 20.177236 -1.1 0.5 -0.1
C 17.819470 35.576309 19.446308 2.2 -3.7 1.4
C 16.932346 34.731568 18.586417 0.3 -0.6 -2.0
O 15.911916 34.215453 19.457694 0.4 0.0 -1.0
C 15.756387 35.098116 20.412581 0.5 1.6 1.2
O 14.804280 35.182782 21.134015 1.2 0.2 -0.4
O 16.917979 35.937404 20.444878 -2.3 0.7 1.1
H 18.513657 33.694904 20.537160 -0.6 0.1 0.0
H 19.186819 35.195101 21.076560 0.6 0.0 -0.2
H 19.752982 34.315528 19.556820 0.2 0.7 -0.1
H 18.461862 36.322689 18.979019 -1.1 0.7 -0.1
H 17.415090 33.861754 18.140908 0.1 0.2 0.0
H 16.496776 35.329636 17.785997 -0.3 -0.1 0.0
C 5.238927 33.115155 14.307248 0.2 1.0 -0.2
C 6.745335 32.782066 14.091128 -3.5 0.5 -0.3
C 7.690399 33.907270 14.172734 1.7 0.5 -0.2
O 8.746605 33.461699 15.063606 -1.1 -1.4 1.2
C 8.286464 32.277499 15.690673 1.8 -0.8 -1.0
O 8.934561 31.523098 16.389924 -1.6 2.3 -1.2
O 7.050673 32.005190 15.181498 1.6 -2.0 1.7
H 4.804121 32.615762 15.173065 0.3 -0.5 -0.3
H 4.639102 32.930128 13.416141 0.0 0.0 0.1
H 5.148486 34.167302 14.577259 -0.1 0.2 -0.2
H 6.773828 32.348192 13.091603 0.7 -1.0 0.3
H 7.214035 34.814895 14.543379 0.4 -0.1 -0.1
H 8.181913 33.971310 13.201956 -0.1 0.9 0.2



# 2
130
Properties=species:S:1:pos:R:3:forces:R:3 method="wB97M-V/def2-TZVPD" multiplicity=1 charge=-1 gap_ev=9.8188 fmax_ha_per_bohr=0.0262
As 0.024114 -0.151813 -0.158907 0.5 0.0 -0.7
F 1.225481 -0.437630 -1.358835 0.0 -0.1 -0.4
F -0.864980 0.811855 -1.296065 -0.2 0.1 0.0
F -1.158098 0.123592 1.057781 -0.3 0.2 0.4
F 0.957032 -1.151628 0.896009 -0.1 -0.1 0.6
F 0.881731 1.255180 0.345470 0.0 0.2 0.3
F -0.890718 -1.536587 -0.659263 -0.1 -0.4 -0.1
C 0.264195 -2.063620 -4.667288 -0.5 0.0 -0.5
C -0.831734 -1.129271 -4.182367 0.0 -0.1 0.5
O -1.768180 -1.827234 -3.332406 0.4 0.3 -0.4
H 0.793113 -2.498539 -3.821501 0.2 0.1 0.0
H 0.948105 -1.547179 -5.344735 0.2 0.1 0.3
H -0.179163 -2.867342 -5.262165 0.0 -0.1 0.2
H -1.405004 -0.701969 -5.005233 0.0 -0.1 -0.1
H -0.394292 -0.299636 -3.618447 0.0 0.0 -0.1
H -1.397137 -1.818140 -2.442116 -0.1 0.0 0.1
C 5.013498 3.761461 0.943596 -0.7 0.9 -0.3
C 3.703793 3.016178 1.154725 0.5 0.4 0.6
O 3.240794 2.626093 -0.117319 0.1 -0.5 0.1
H 4.795337 4.642097 0.324305 0.1 -0.2 -0.1
H 5.724112 3.146403 0.398235 0.1 -0.1 0.1
H 5.439820 4.168611 1.860592 0.0 -0.3 0.1
H 2.946623 3.642133 1.643457 0.2 0.2 0.0
H 3.907542 2.215457 1.882723 -0.3 -0.4 -0.5
H 2.567486 1.944181 0.005767 0.0 0.1 -0.2
C -1.764622 3.337588 -3.472763 -0.4 -0.1 0.2
C -2.948909 2.756902 -4.228555 0.1 0.2 0.1
O -4.033403 3.689152 -4.270985 0.0 -0.1 -0.1
H -1.446958 4.275894 -3.925249 0.1 0.0 -0.1
H -0.943785 2.619538 -3.427378 0.1 0.1 -0.1
H -2.093838 3.541006 -2.451256 0.2 0.0 0.0
H -3.269378 1.821972 -3.762173 0.0 0.0 -0.1
H -2.677445 2.549129 -5.265729 0.0 0.0 0.0
H -4.634407 3.486969 -3.549302 0.1 0.0 0.1
C -3.329961 -2.591625 2.528419 -0.4 0.4 0.5
C -2.063888 -2.628438 3.375627 0.0 0.0 -0.6
C -1.032331 -3.573379 2.783753 0.0 -0.3 0.1
O -1.506644 -1.310640 3.475875 -0.3 0.0 0.2
H -3.123308 -2.347040 1.484560 0.1 -0.2 -0.1
H -3.993367 -1.810941 2.918144 0.1 0.0 -0.1
H -3.886921 -3.526354 2.607959 0.2 -0.1 -0.2
H -2.336968 -2.919838 4.390876 0.1 0.0 0.1
H -1.459096 -4.563109 2.595313 -0.1 0.0 0.1
H -0.169423 -3.699483 3.440304 -0.2 0.1 -0.1
H -0.680094 -3.192360 1.821159 0.0 0.1 0.0
H -1.608749 -0.871902 2.620548 0.2 0.0 0.0
C -3.838989 3.759107 0.777475 0.2 0.1 -0.4
C -3.296694 2.354243 0.661550 0.0 -0.5 -0.4
C -4.063975 1.373999 1.545852 0.2 -0.2 -0.1
O -3.428976 1.924495 -0.707927 -0.2 0.5 0.2
H -3.630377 4.150310 1.771864 -0.2 0.1 0.1
H -4.907383 3.763153 0.551533 -0.1 0.0 0.3
H -3.381370 4.409590 0.027513 0.2 0.0 0.1
H -2.230764 2.322560 0.899011 0.0 0.1 0.2
H -3.931270 1.534806 2.618511 0.0 0.2 -0.1
H -3.720004 0.360243 1.332601 0.0 0.0 0.0
H -5.129503 1.421047 1.308636 0.0 0.0 0.0
H -2.615888 1.483272 -0.982493 0.0 0.0 0.1
C -4.606959 -0.861914 -1.129453 0.5 -0.7 0.5
C -5.065922 -1.940453 -2.099140 0.2 0.5 -0.6
C -6.571092 -1.975926 -2.234686 -0.2 -0.3 0.2
O -4.564110 -1.663196 -3.410176 -0.2 0.1 0.1
H -4.888091 -1.103349 -0.095677 -0.3 0.1 -0.2
H -4.962516 0.132883 -1.384664 -0.1 -0.1 -0.1
H -3.510264 -0.839256 -1.093833 -0.1 0.1 -0.2
H -4.683351 -2.923745 -1.797192 -0.1 0.0 0.2
H -7.037806 -2.297130 -1.299491 0.0 0.0 0.0
H -6.869204 -2.676335 -3.016713 0.0 0.0 0.0
H -6.958411 -0.986880 -2.481666 0.1 0.0 -0.1
H -3.600746 -1.544011 -3.358638 0.0 -0.2 0.0
C 2.283694 -3.920117 3.302475 0.1 0.2 0.2
C 3.718256 -3.434829 3.116388 -0.5 -0.3 0.3
C 4.594068 -3.716282 4.316185 0.1 0.2 0.7
O 4.331941 -4.088498 2.019216 0.2 0.1 -0.1
H 2.243581 -4.993790 3.500144 0.1 -0.1 -0.1
H 1.705105 -3.679632 2.408203 0.1 -0.2 0.0
H 1.804423 -3.400233 4.137278 0.2 0.1 0.0
H 3.647945 -2.348250 2.959447 0.2 0.0 -0.1
H 4.841729 -4.776435 4.387870 0.1 0.0 -0.3
H 4.113236 -3.468876 5.269372 -0.2 0.2 -0.2
H 5.506696 -3.118255 4.272702 0.1 -0.2 -0.1
H 3.815521 -3.876816 1.228497 -0.1 0.0 -0.2
C 1.402964 0.733464 3.587170 0.6 0.2 -0.2
C 1.346951 0.208600 5.009816 -1.1 -0.4 -0.4
C 0.366981 1.017527 5.854152 0.4 0.1 0.5
O 0.894207 -1.149372 4.960687 0.1 0.2 0.1
H 1.743084 1.773946 3.555156 0.0 -0.1 0.0
H 0.431102 0.684365 3.094452 -0.1 0.0 0.2
H 2.067182 0.117675 2.976922 0.1 0.1 0.1
H 2.328999 0.173202 5.478959 0.1 0.1 0.0
H 0.135343 0.455538 6.761649 0.0 0.0 0.0
H -0.571281 1.203337 5.330657 0.0 0.0 -0.1
H 0.802930 1.974418 6.160858 -0.1 0.0 -0.1
H 0.060945 -1.113202 4.457816 0.0 -0.3 0.0
C 3.049734 0.457979 -4.038359 0.8 0.9 0.6
C 4.333612 0.255565 -4.833360 -0.9 -0.5 -0.8
C 5.372548 -0.517410 -4.065335 1.0 0.3 -0.1
O 4.070978 -0.499384 -6.054012 0.2 0.2 0.4
H 2.210257 0.878717 -4.591533 0.0 -0.3 -0.3
H 3.312890 1.245599 -3.317024 -0.3 -0.3 0.3
H 2.764704 -0.434443 -3.487347 -0.2 -0.1 -0.1
H 4.722271 1.236139 -5.130998 0.1 -0.1 0.1
H 5.787501 0.071662 -3.242600 -0.4 0.0 0.1
H 6.241296 -0.696046 -4.709016 -0.2 -0.1 -0.1
H 5.031344 -1.478895 -3.687040 -0.2 0.1 0.0
H 3.611793 0.095165 -6.653762 -0.1 -0.1 0.0
C 0.163344 4.520288 1.396439 -0.2 -0.6 -0.7
C -0.437310 5.821756 0.915554 0.6 0.4 -0.2
C -1.369989 6.491124 1.883121 -0.2 0.0 0.4
O 0.621824 6.775730 0.696355 -0.1 0.1 0.0
H 0.809070 4.608606 2.267652 -0.1 0.2 0.1
H 0.741438 4.121557 0.554410 0.2 -0.1 0.2
H -0.602992 3.760785 1.574645 0.0 0.1 0.2
H -0.924508 5.646813 -0.051319 -0.2 -0.1 0.1
H -2.161145 5.814452 2.202725 0.0 0.0 0.0
H -1.829651 7.381062 1.455092 0.1 0.0 -0.1
H -0.794189 6.789283 2.762136 -0.1 0.0 0.0
H 1.303645 6.361074 0.157947 0.0 -0.1 0.0
C 2.860860 -3.950514 -2.295499 0.4 0.2 0.0
C 1.889406 -3.671243 -1.172106 -0.6 0.4 -0.2
C 0.998284 -4.868064 -0.842226 -0.2 -0.2 0.3
O 2.590267 -3.191247 -0.029424 0.5 -0.4 -0.1
H 3.315940 -3.017426 -2.638682 0.0 0.0 0.0
H 2.346010 -4.407905 -3.140124 0.0 -0.1 0.0
H 3.675675 -4.598055 -1.961881 -0.1 -0.1 0.0
H 1.231204 -2.861115 -1.504910 0.1 -0.1 0.0
H 0.004827 -4.754618 -1.282544 0.1 0.0 -0.1
H 0.844048 -4.948015 0.236304 0.1 0.1 0.0
H 1.411034 -5.819845 -1.184545 0.1 0.0 0.0
H 2.142070 -2.419820 0.327237 -0.2 0.1 0.0